No. 1
12
Properties=species:S:1:pos:R:3 method="wB97M-V/def2-TZVPD" multiplicity=3 mol_weight_g_mol=86.1 largest_force_ev_per_a=7.4 homo_lumo_gap_ev="6.84 / 7.06" energy_ev=-13542.780
C 0.971 -0.626 -0.820
C -0.914 0.912 -0.089
C -0.280 0.484 1.163
C 0.544 0.527 -0.163
P 2.487 -0.913 -1.478
H -0.360 -1.648 -1.140
H -1.598 0.204 -0.450
H -1.240 1.976 -0.225
H -0.129 1.098 2.016
H -0.633 -0.556 1.316
H 1.377 1.253 -0.255
H 2.525 -2.314 -1.695

No. 2
13
Properties=species:S:1:pos:R:3 method="wB97M-V/def2-TZVPD" smiles="C#P=C(C)CS" mol_weight_g_mol=118.1 largest_force_ev_per_a=3.1 homo_lumo_gap_ev="7.80 / 8.08" energy_ev=-24380.150
C 1.765 0.504 1.269
C -0.106 -0.681 0.532
C 0.373 -1.375 -0.730
C -1.122 0.457 0.318
P 0.921 -0.745 1.905
S -0.275 1.781 -0.685
H 1.629 1.079 0.291
H 0.419 -0.577 -1.577
H -0.269 -2.244 -1.031
H 1.285 -1.867 -0.533
H -1.540 0.761 1.266
H -1.905 0.219 -0.401
H -1.175 2.689 -0.626

No. 3
12
Properties=species:S:1:pos:R:3 method="wB97M-V/def2-TZVPD" smiles=C1CCC1 mol_weight_g_mol=56.1 largest_force_ev_per_a=3.9 homo_lumo_gap_ev=11.62 energy_ev=-4276.018
C 0.034 0.444 -1.023
C 0.991 -0.540 -0.127
C -0.046 -0.319 1.036
C -0.988 0.394 0.105
H -0.160 0.070 -2.086
H 0.529 1.508 -1.092
H 2.011 -0.127 0.026
H 1.182 -1.554 -0.442
H 0.323 0.409 1.880
H -0.538 -1.173 1.652
H -1.820 -0.390 -0.237
H -1.473 1.385 0.354

No. 4
12
Properties=species:S:1:pos:R:3 method="wB97M-V/def2-TZVPD" smiles="C=C.C=C" mol_weight_g_mol=56.1 largest_force_ev_per_a=1.8 homo_lumo_gap_ev=11.35 energy_ev=-4275.499
C 1.413 -0.247 -1.366
C 1.587 -1.538 -1.637
H 2.330 0.329 -1.445
H 0.426 0.179 -1.394
H 2.535 -2.058 -1.593
H 0.774 -2.204 -1.919
C -0.992 0.707 1.188
C -1.987 1.141 1.963
H -0.188 0.115 1.603
H -0.973 1.024 0.157
H -2.215 0.752 2.944
H -2.710 1.800 1.499

No. 5
12
Properties=species:S:1:pos:R:3 method="wB97M-V/def2-TZVPD" smiles="C=C(C)C" mol_weight_g_mol=56.1 largest_force_ev_per_a=2.5 homo_lumo_gap_ev=10.17 energy_ev=-4276.823
C -1.149 -0.814 0.005
C -0.047 0.184 0.043
C 1.390 -0.351 0.011
C -0.338 1.503 0.008
H -1.878 -0.695 -0.856
H -0.773 -1.815 -0.057
H -1.742 -0.699 0.920
H 1.448 -1.472 -0.043
H 1.983 0.022 -0.842
H 1.991 0.000 0.869
H -1.319 1.868 0.035
H 0.433 2.269 -0.093

No. 6
12
Properties=species:S:1:pos:R:3 method="wB97M-V/def2-TZVPD" smiles="C=C.C=C" mol_weight_g_mol=56.1 largest_force_ev_per_a=1.4 homo_lumo_gap_ev=11.32 energy_ev=-4275.466
C -2.494 -2.404 -0.561
C -1.186 -2.249 -0.651
H -2.963 -2.147 0.378
H -3.083 -2.664 -1.430
H -0.605 -2.077 0.232
H -0.467 -2.496 -1.416
C 2.403 2.284 0.954
C 1.255 2.369 0.302
H 3.114 1.541 0.614
H 2.778 3.061 1.600
H 0.965 1.582 -0.389
H 0.542 3.184 0.263

No. 7
16
Properties=species:S:1:pos:R:3 method="wB97M-V/def2-TZVPD" multiplicity=2 mol_weight_g_mol=212.0 largest_force_ev_per_a=1.9 homo_lumo_gap_ev="6.60 / 5.72" energy_ev=-14414.809
O 0.493 -0.947 -1.140
O 0.055 -3.141 -1.045
C 0.743 -2.224 -1.341
O -0.541 1.578 1.935
C 0.245 2.606 2.385
C 1.457 0.044 -1.630
C 0.707 1.286 -2.037
H 0.715 3.197 1.563
H -0.318 3.345 3.001
H 1.090 2.260 3.024
H 2.146 0.238 -0.799
H 2.003 -0.412 -2.464
H 0.131 1.685 -1.188
H 1.436 2.050 -2.338
H 0.040 1.090 -2.886
Ag -1.176 -0.101 0.560

No. 8
19
Properties=species:S:1:pos:R:3 method="wB97M-V/def2-TZVPD" total_charge=+1 multiplicity=2 mol_weight_g_mol=244.4 largest_force_ev_per_a=3.5 homo_lumo_gap_ev="11.38 / 2.01" energy_ev=-18522.134
Rb -2.058 -0.635 -0.403
B -3.940 -2.593 -2.435
F -4.562 -1.536 -1.893
F -4.139 -3.652 -1.600
F -4.506 -2.928 -3.670
F -2.659 -2.420 -2.668
C 1.785 1.782 1.785
C 2.649 1.269 0.654
C 1.761 0.434 -0.239
O 0.561 0.151 0.506
C 0.573 0.836 1.739
H 1.480 2.803 1.557
H 2.233 1.795 2.778
H 3.453 0.731 1.155
H 3.176 1.998 0.038
H 2.250 -0.452 -0.645
H 1.603 0.926 -1.198
H 0.719 0.168 2.588
H -0.380 1.321 1.952

No. 9
15
Properties=species:S:1:pos:R:3 method="wB97M-V/def2-TZVPD" mol_weight_g_mol=278.9 largest_force_ev_per_a=4.2 homo_lumo_gap_ev=8.88 energy_ev=-84465.374
C -0.698 0.975 2.555
C 0.261 1.389 1.498
C 0.102 0.594 0.257
C 1.886 -0.702 -0.247
O 1.779 -0.972 -1.547
Br 0.361 1.615 -1.393
I 3.537 0.532 0.511
H -0.489 1.564 3.530
H -1.769 1.107 2.306
H -0.607 -0.050 2.806
H 0.322 2.489 1.317
H 1.220 1.264 1.972
H -0.744 -0.016 -0.048
H 2.073 -1.562 0.320
H 2.120 -0.141 -1.972